[1]
Entry from the Open Molecules 2025 dataset: a 7-piece molecular cluster, C44H59ClFN4O23S2 overall (the ωB97M-V functional and the def2-TZVPD basis).

```
134
Properties=species:S:1:pos:R:3:forces:R:3:lowdin_charge:R:1
C -8.1910 2.6515 0.7738 0.7727 0.6595 -0.3767 -0.114
H 5.6545 2.2454 -7.7879 0.0569 -0.0140 -0.0187 0.129
H -8.5362 3.4825 0.1618 -0.1827 0.0127 -0.0476 0.073
H 10.7042 -3.2714 -4.8353 -0.0375 0.0323 0.0033 0.135
H -3.6482 -2.4371 1.0506 0.1864 -0.1353 -0.1449 0.066
H -6.2948 3.6020 0.9386 0.1167 0.0142 0.1335 0.107
H -4.5017 2.9541 1.7574 0.5112 -0.1341 -0.1537 0.104
H -0.6609 1.3709 -0.5809 0.0212 0.2103 0.0273 0.119
O 1.7564 -2.6688 -3.6540 -0.0503 0.0057 0.0897 0.141
H -2.9033 -4.2429 2.9048 0.1541 -0.0429 0.1723 0.069
H 0.9452 -2.3856 -0.4185 -0.0904 0.0708 -0.1259 0.106
C 10.8724 -3.0104 -3.7894 0.1868 -0.0439 -0.1127 -0.110
H -5.9889 1.9738 4.0606 0.0984 -0.1361 0.3731 0.081
O -0.4809 -1.5639 1.7865 -0.6301 -0.0402 0.0835 -0.016
H -8.6761 1.7693 0.3817 -0.0216 -0.2652 0.2506 0.069
H 11.3534 -1.2063 -2.6635 -0.0202 -0.0485 0.0224 0.134
O -0.9077 -5.5023 2.9687 -0.0403 0.1530 -0.0114 0.138
H -5.4144 3.5575 3.6925 0.1924 0.1728 0.1855 0.094
C 6.8487 3.6849 -9.8750 0.0253 0.0001 -0.0692 -0.568
H 6.6491 0.9605 -1.5376 -0.0633 -0.1300 -0.0449 0.069
O -12.8944 3.1783 1.2184 0.0823 0.0979 0.0050 0.067
C -2.4495 -2.2568 3.5450 -0.3816 -1.3482 0.4699 -0.073
O 5.7112 3.8010 -9.1413 0.1043 -0.0248 0.0469 0.058
C -3.4702 -3.3319 3.0692 0.2477 -0.0389 -0.6797 -0.169
H -1.4615 -2.6916 3.4876 0.2497 0.3488 -0.2972 0.126
H -13.1458 4.3964 2.8612 0.0437 -0.0062 -0.0097 0.133
H 3.3589 3.1021 5.6262 -0.0457 -0.1050 0.0572 0.100
H 1.0789 -3.8298 2.2315 0.0960 -0.0633 0.1295 0.062
H -5.7486 0.7133 0.8897 -0.0416 -0.3089 0.2063 0.121
C -0.3912 0.6601 0.1906 -0.0449 -0.6740 0.5268 -0.082
H 5.4323 3.8574 -7.0801 -0.0651 0.1127 -0.1416 0.130
O -2.5363 -6.9194 2.3377 0.0576 0.0074 0.0647 0.057
C 3.4041 4.0965 2.6436 -0.0923 -0.3306 0.0212 -0.185
H 8.3335 1.2108 -2.0358 0.0163 -0.0352 -0.0825 0.137
C -3.5435 -0.1246 2.9582 0.4173 0.2741 0.0868 -0.022
H 4.1852 1.1944 3.8924 0.1358 -0.1344 -0.3155 0.115
H -1.2202 -3.4903 1.4448 -0.0567 -0.0918 0.0297 0.103
O -0.9623 -7.6083 3.7510 -0.0785 0.0508 -0.0562 0.080
C -1.5252 0.4464 1.1546 -0.3115 0.2550 -0.1131 -0.034
C -3.6251 1.0469 2.2242 -0.1567 0.2544 -0.1522 -0.042
C 5.9737 3.2882 -7.8317 -0.0987 -0.0769 0.1513 -0.122
O -2.4046 3.7889 0.9560 0.4385 -0.1580 0.5077 -0.377
C -12.2809 5.3862 1.1227 -0.0736 0.1950 0.0040 -0.114
C -13.2660 4.4418 1.7774 -0.1412 0.1133 0.0998 -0.115
H -6.7685 1.1463 2.2633 0.0419 -0.1294 0.1759 0.100
C 7.2917 1.2562 -2.3591 0.0461 -0.1244 0.4665 -0.119
C 4.2072 2.2533 1.2117 0.3874 -0.3606 0.0894 -1.115
H 1.6895 0.3250 0.4652 0.0156 -0.2066 0.0968 0.089
H -4.2769 2.3807 4.4191 0.1241 0.2460 0.1816 0.066
C 0.9437 0.9909 0.8931 0.2720 0.2490 -0.8843 -0.198
H -1.4855 -9.6251 3.7278 0.1874 0.0978 -0.0031 0.137
C 7.4729 3.4355 -7.7211 0.1782 -0.0170 0.2762 -0.123
C -3.5686 0.3142 5.9376 0.5182 -0.3421 0.1522 -0.558
C 3.4560 3.1637 4.5572 -0.1123 0.1617 -0.0026 -0.132
H -4.5347 -3.9559 1.2837 0.1547 -0.1139 -0.1109 0.085
H -4.1720 -3.5589 3.8682 -0.1514 0.1434 0.0320 0.114
H -8.4903 2.8840 1.7944 -0.1958 -0.3081 0.0900 0.081
H 7.7709 4.4121 -7.3330 -0.0506 0.0281 -0.0474 0.134
O 7.7920 -2.6498 -2.3988 -0.0415 0.0048 -0.0102 0.160
C -5.1050 2.5179 3.7351 -0.4519 -0.3570 -0.7788 -0.011
H 0.3002 -4.0091 -0.3663 -0.0263 -0.0471 -0.0862 0.125
H -12.0017 6.2216 1.7592 0.1781 -0.0723 0.0047 0.132
C 8.8827 -2.5139 -2.8517 -0.1098 -0.0019 0.0074 -0.567
O 7.8939 3.3339 -9.0845 -0.1756 0.0389 0.0174 0.063
C -1.5150 -0.7274 1.9262 0.4195 0.0858 -0.3761 -0.201
H -2.5752 -8.5517 4.6243 0.0023 0.0538 -0.0120 0.136
H 5.0397 -0.9511 -5.7114 -0.1750 0.0798 0.0007 0.128
C 1.5854 -3.5269 1.3171 -0.4021 -0.2446 -0.3781 -0.068
O 7.2636 2.4281 -4.3229 -0.0088 -0.0978 -0.0079 0.057
C 3.8797 2.2027 3.6944 -0.0136 0.4167 0.3410 -0.069
H 5.3032 -1.2131 -3.9786 -0.0075 -0.0727 0.0228 0.119
C 2.8395 -2.5300 -4.1302 0.0636 0.0109 0.0293 -0.578
O -10.9467 2.3288 0.4713 -0.3232 0.0247 0.0016 0.150
C -4.6123 -0.5003 3.9527 0.0702 -0.1843 -0.0330 -0.367
C -6.6638 2.6079 0.6733 -0.5467 0.1055 0.2106 -0.233
H -1.4231 -2.3262 0.0871 -0.2174 -0.0390 0.0615 0.133
H 2.1448 -4.3822 0.9511 0.2722 0.0008 0.1139 0.078
H -14.3013 4.6754 1.5447 -0.0090 -0.1678 -0.0968 0.134
H 0.9351 0.7701 1.9571 -0.1818 0.1362 0.1210 0.120
C 4.8254 -3.0245 -5.0825 0.1868 -0.0471 -0.1061 -0.101
O 6.9167 3.8647 -11.0449 -0.0086 0.0044 -0.0175 0.169
H 5.8589 2.8158 -2.8647 -0.0050 -0.0510 -0.0149 0.131
C 10.7871 -1.5197 -3.5424 0.1871 0.0722 -0.0605 -0.108
N -4.2920 -0.6890 5.3200 -0.5261 0.6019 -0.0410 0.204
H 4.6517 -3.2983 -6.1247 -0.0819 0.0158 0.0176 0.134
H 2.2729 -2.7166 1.5358 0.0272 0.0882 0.0489 0.071
O 7.2727 0.6439 -5.6949 -0.0312 -0.0320 -0.1170 0.151
C -11.6021 3.2545 0.8229 -0.0421 -0.0994 -0.0471 -0.558
O 3.3324 -1.3532 -4.5786 -0.0075 -0.1685 0.0137 0.061
N -2.5005 -0.9996 2.7972 0.2228 0.5778 0.0861 0.113
H 5.7731 -3.4463 -4.7586 -0.1139 -0.0845 0.1962 0.130
H 3.3362 4.7312 1.7738 -0.1326 0.3306 0.2223 0.133
S 5.6478 1.5437 0.9948 0.0988 -0.0772 0.0796 0.739
C -1.4194 -6.5800 3.0170 0.0869 -0.0855 -0.0007 -0.566
C -2.7119 -8.3397 2.4588 -0.1081 -0.2298 -0.0514 -0.101
H -2.6153 -2.0867 4.5997 0.0387 0.4803 0.0136 0.119
H 7.4855 3.4217 -2.5004 0.1014 0.0278 -0.2057 0.136
H -2.2757 -8.8223 1.5837 0.0477 0.0401 0.0086 0.137
N 3.8452 2.8053 2.4480 -0.3548 -0.0367 -0.0202 -0.167
O 9.3908 -1.3338 -3.2830 0.1864 -0.0913 0.0414 0.040
H -5.1287 -2.4837 1.9758 -0.0538 0.1487 -0.1390 0.065
C 1.4491 2.4272 0.6036 0.4319 -0.6651 0.7279 -0.420
C -2.6148 2.5437 0.4441 -0.3715 -0.2918 0.0411 -0.547
O -5.7339 -0.6669 3.5892 -0.5470 -0.2913 -0.2133 0.176
S 3.1173 2.3533 -0.1347 -0.2255 0.4664 -0.2133 0.943
O 7.1082 0.3711 -3.4664 -0.0809 0.4415 -0.3387 0.036
H -5.1174 -0.9697 5.8401 -0.0660 -0.0060 -0.0841 0.173
C 6.9268 2.6000 -2.9403 -0.1022 0.1460 0.1558 -0.104
C -6.0301 1.5219 1.5644 0.3257 0.4840 -0.9380 -0.147
C 7.2218 1.1007 -4.5965 0.0161 -0.1106 0.1045 -0.566
H -6.3920 2.4667 -0.3725 0.1831 -0.0850 -0.0217 0.110
H 11.1018 -0.9275 -4.3978 -0.1927 0.0604 -0.0191 0.135
F -4.0907 0.6345 7.1049 -0.3744 -0.1057 0.4948 0.172
C -1.9538 -8.6452 3.7326 -0.1027 -0.2222 0.0566 -0.101
O -11.1554 4.5339 0.8831 -0.0927 -0.0408 0.0367 0.052
H -12.6405 5.7706 0.1671 -0.0101 -0.0474 -0.0109 0.134
H 7.9277 2.6577 -7.1152 0.0615 -0.0870 -0.1713 0.109
C 0.5428 -3.1447 0.2500 0.2795 -0.0087 0.5536 -0.196
O 9.7819 -3.5116 -3.0083 -0.0033 0.1253 -0.0274 0.067
C 4.7317 -1.5353 -4.8484 0.2590 0.1448 -0.0808 -0.108
Cl -1.7001 3.7654 2.5024 -0.0936 0.2047 -0.0656 0.818
O 3.7428 -3.5238 -4.2838 -0.0637 0.1103 -0.0519 0.066
H -0.2663 -0.2938 -0.3158 0.0458 -0.0184 -0.2208 0.117
H 11.8124 -3.4456 -3.4614 -0.1039 -0.1007 0.1377 0.134
O -2.5856 0.8230 5.5355 0.5727 0.3542 -0.5354 0.186
O -2.8543 2.4426 -0.7081 -0.2341 0.1787 -0.8748 0.208
H -3.7664 -8.5940 2.5160 -0.0414 0.2046 -0.0092 0.136
C -2.5869 1.3191 1.3111 0.5915 -0.4843 0.7630 -0.039
C -4.2148 -3.0345 1.7590 -0.5857 0.2423 0.5897 -0.062
C -0.7556 -2.6972 0.8662 0.3077 0.3340 -0.3601 -0.130
C -4.7631 2.0483 2.2932 -0.7086 -0.3686 0.8157 -0.281
H 0.8026 2.9609 -0.0848 0.0638 0.1800 -0.0723 0.080
N 3.1558 4.3417 3.8990 0.2405 -0.0900 -0.4608 0.080
H 1.5647 2.9735 1.5343 -0.3151 0.3099 -0.0742 0.051
```
Forces are in eV/Å.

largest force on an atom = 1.5 eV Å⁻¹
HOMO level = -11.038 eV
LUMO level = -3.77 eV
orbital gap = 7.269 eV
charge = +1

[2]
Entry from the Open Molecules 2025 dataset: a 11-piece molecular cluster, C44H59N7O12 overall (the ωB97M-V functional and the def2-TZVPD basis).

```
122
Properties=species:S:1:pos:R:3:forces:R:3:lowdin_charge:R:1
H -4.8577 -3.7726 12.5701 -0.1889 -0.0876 0.3134 0.137
O -1.1728 -7.3554 8.4724 -0.2829 0.1076 -0.0212 0.131
H -2.5525 1.3305 1.3199 0.0347 0.1195 -0.0347 0.110
C -0.4155 -9.3289 2.7508 0.1620 0.5791 -0.0394 -0.140
C -1.5201 -5.2178 5.2857 0.3027 -0.2932 -0.4161 -0.140
O -0.2403 -9.3694 8.1452 0.0548 0.2021 -0.0700 0.073
H -4.4329 -5.4046 12.0313 0.1090 -0.0599 0.0297 0.139
O 3.3726 -4.7711 1.9616 0.1229 -0.0752 0.2274 0.154
C -1.9096 1.2325 7.5035 -0.2281 -0.2680 0.2673 -0.156
H -0.0762 -10.3398 2.8940 -0.1238 -0.0200 0.2969 0.099
C 0.1685 -9.8248 10.3917 0.0993 0.1283 -0.1446 -0.066
H -0.3800 0.2642 0.3608 -0.2312 -0.1460 0.1105 0.102
H 0.6141 -5.5818 8.0022 -0.0749 -0.0068 0.0875 0.069
H 0.5332 1.8083 4.3108 -0.1233 -0.0365 0.2667 0.086
C -3.2758 -0.5203 7.8426 -0.8344 0.0443 0.0888 -0.124
N -2.2659 0.5134 3.2502 -0.2532 0.2134 -0.1220 0.049
H 4.2217 -5.4773 5.9663 0.3228 -0.1328 -0.0731 0.121
H -1.5583 -6.1334 4.7186 0.1441 -0.0482 0.1143 0.081
H 3.4918 -3.1444 9.8175 0.0830 -0.0641 0.0317 0.145
O 4.3045 -5.4461 3.9007 0.1558 0.0695 -0.0400 0.063
H 3.4529 -1.1054 0.1340 0.0707 0.1481 -0.0633 0.091
C -1.4774 -3.0898 5.9642 -0.2927 0.4263 0.4421 -0.092
O -4.3947 -5.1478 14.0801 -0.1184 -0.0894 0.0773 0.063
H -2.2699 -8.9283 3.8625 -0.1706 -0.2172 -0.2748 0.073
C 2.3083 -5.8228 5.0616 0.5211 -0.0668 -0.3061 -0.297
C -1.3428 0.6327 4.2399 0.1969 0.2182 0.2444 -0.131
C 1.7614 -10.6652 8.5840 0.0877 0.4869 -0.0969 -0.018
C 1.4753 -7.0542 5.3117 0.1910 0.1776 -0.1578 -0.006
H -2.6383 -3.2098 13.1847 0.0214 -0.0452 0.1068 0.157
C -2.0366 -4.3369 11.4593 0.4342 -0.2317 -0.4404 -0.025
O 2.0908 -5.4306 3.6888 0.2843 0.0629 -0.0298 0.073
N 0.3359 -8.4889 1.9650 0.1913 -0.1888 -0.0795 0.003
N 3.0706 -3.9474 9.3885 -0.2099 -0.1752 0.2272 0.014
H -3.1343 -0.0077 3.2957 0.1601 -0.1464 0.0479 0.098
H 1.5817 -7.4586 6.3181 -0.0910 0.2245 0.0958 0.067
H -4.4871 -0.8770 0.7339 -0.2742 -0.1359 -0.0420 0.092
C 3.6707 -5.1538 9.1659 0.1735 -0.2485 -0.2540 -0.140
H -2.9080 -3.0478 1.2589 -0.0865 0.1288 -0.2340 0.102
C -1.3146 -3.9383 4.8369 -0.1978 0.1011 0.1123 -0.104
H -2.9620 -8.1313 6.2600 -0.2201 0.2466 -0.1029 0.094
C -4.4449 -1.4398 1.6537 0.1652 0.0771 -0.5500 -0.128
C 0.1021 -2.6599 1.2260 0.1098 0.2459 -0.1650 -0.542
H 2.2556 -11.2241 9.3784 0.0350 -0.0863 -0.0630 0.093
H 2.2723 -9.7071 8.4548 0.0896 -0.0628 0.1423 0.085
C -1.4715 -7.3559 2.5075 0.4994 0.4813 -0.1975 -0.123
C -1.7325 -3.8831 7.0532 0.3272 -0.5082 -0.1340 -0.131
O -0.2549 -3.7021 1.6739 -0.0847 -0.1493 0.0724 0.142
H 0.0160 -0.7357 -1.0102 -0.3836 -0.8321 0.0356 0.134
N -3.1805 1.5678 7.1278 0.5376 0.3697 -0.0427 0.015
C -0.3838 1.5241 3.8210 0.2042 -0.1756 -0.4555 -0.110
H 1.5236 -0.2051 1.5053 0.0841 -0.3332 0.2451 0.149
H 1.8469 -11.2020 7.6419 -0.0941 -0.1122 0.0335 0.088
H -5.0707 0.6158 7.1123 -0.0199 -0.1673 -0.0124 0.107
C -1.5290 -8.6183 3.1421 -0.0198 -0.4007 0.0969 -0.113
C 0.3274 -10.3918 8.9720 0.0104 -0.6268 0.2310 -0.312
C 2.5476 -0.6935 -0.3143 0.1183 -0.4532 0.0291 -0.023
H -1.8866 -3.6664 8.0966 -0.0236 0.1525 -0.0074 0.096
H -1.0676 1.8903 7.3835 -0.0904 0.1627 0.0124 0.112
H -3.4112 2.4750 6.7648 -0.2287 -0.1169 -0.0993 0.148
H 2.0616 -4.9587 5.6784 -0.3560 -0.1691 0.1039 0.144
C -4.0221 0.5134 7.3322 0.0738 0.2029 -0.1245 -0.133
H -2.1971 -6.5589 2.5276 -0.0388 -0.0428 0.1657 0.094
C 3.8330 -6.0291 5.1120 -0.3954 0.3431 0.2625 -0.090
H -5.6804 -7.8677 5.9064 -0.0518 -0.0716 -0.2235 0.092
C -0.2805 -7.2824 1.8173 -0.5263 -0.1669 0.1768 -0.117
H -1.4472 0.1390 5.1908 -0.0685 -0.1507 -0.0856 0.080
C 1.4141 -0.8892 0.6592 -0.5355 0.3202 -0.3889 -0.305
C -0.0053 -0.7200 0.0843 1.0939 1.4934 0.2181 -0.104
O -3.0502 -6.3366 15.4464 0.0410 0.0324 0.1199 0.169
H -1.5231 -2.0130 6.0220 0.2801 -0.0207 -0.2502 0.064
H -5.7628 -0.3177 3.0834 -0.0857 -0.0362 -0.0864 0.092
C 3.2648 -5.1694 3.0796 -0.3718 -0.0626 -0.1794 -0.562
H 2.7067 0.3581 -0.5456 -0.0616 0.0538 0.0633 0.088
H -1.0972 -0.5787 8.3730 -0.0611 -0.1209 -0.0632 0.090
H 0.1456 -6.4671 1.2583 0.0798 -0.0293 -0.0049 0.109
H 1.2443 -8.7243 1.6090 -0.0406 0.0565 -0.1312 0.143
C -0.7375 -8.3730 8.9078 0.0761 -0.3664 -0.0367 -0.553
N -1.7084 -5.1888 6.6272 -0.5144 0.2552 0.4056 0.033
C -3.1948 -5.6167 14.5159 -0.0822 0.0614 -0.1942 -0.562
H 2.3643 -1.2377 -1.2426 -0.0274 0.0129 0.0114 0.088
C 1.7570 -4.0153 9.0035 0.0158 0.3461 -0.2158 -0.128
C -2.7483 -4.2174 12.7752 -0.0054 -0.2255 -0.1190 -0.319
C 2.7436 -5.9875 8.5957 -0.3364 0.2820 -0.3767 -0.117
H -2.5240 -10.4715 6.6860 -0.0420 -0.0482 0.1709 0.132
H -3.7065 -1.4757 8.0958 0.2411 -0.0838 0.0650 0.088
H -0.9714 -4.1116 11.5323 -0.0654 0.1665 0.2244 0.085
C -4.5902 -2.0076 3.8185 0.1103 0.1006 -0.0510 -0.146
H 1.8072 -7.8263 4.6144 -0.1919 -0.0252 -0.0719 0.090
C -0.7423 1.9350 2.5070 -0.1387 0.2970 0.0965 -0.134
H 4.7156 -5.3326 9.3544 -0.0021 0.1341 0.1512 0.107
H 1.1270 -9.4874 10.7918 -0.0405 0.0937 -0.0160 0.136
H 0.4483 -6.7720 5.1001 -0.1189 -0.3906 0.1115 0.059
O 1.3762 -2.2519 1.1132 0.0421 -0.0081 0.1953 0.098
H -0.2126 2.6570 1.9053 -0.0215 -0.0685 -0.0854 0.090
C -5.1285 -8.7773 6.0763 0.1975 0.5681 0.6431 -0.101
H -2.4582 -3.6552 10.7180 -0.1129 -0.0012 0.0714 0.082
C -3.6182 -2.5138 1.8644 0.2143 -0.1446 0.6569 -0.116
H 2.9020 -6.9801 8.2055 0.1825 -0.0509 0.1853 0.079
H 4.1446 -7.0729 5.1525 -0.0634 -0.0558 -0.0153 0.131
H -2.0784 -5.3549 11.0656 -0.2457 0.0054 0.0398 0.090
C -1.9535 -0.0522 7.9815 0.6339 -0.0172 -0.0422 -0.136
H -0.2595 -11.3036 8.8381 -0.1718 0.1314 0.0166 0.151
N -3.4658 -10.1404 6.5788 0.0063 0.0276 0.7329 0.003
O -0.7462 -1.7153 0.7493 -0.1997 -0.3839 -0.4423 0.058
C -3.7761 -8.8346 6.3171 0.1330 -0.4890 -0.7199 -0.147
C -1.9298 1.3196 2.1985 0.0336 -0.3192 0.1013 -0.151
H -4.7063 -2.0693 4.8882 -0.2104 -0.0088 -0.0278 0.106
N -3.7164 -2.8410 3.1886 -0.1998 0.0194 0.3321 0.038
C 1.5286 -5.2468 8.4606 0.2052 -0.2265 0.2199 -0.106
H -3.1526 -3.4951 3.7180 0.0043 -0.0510 -0.3862 0.102
H -1.8192 -5.9869 7.2354 0.0188 0.0114 -0.1553 0.092
H -4.5721 -11.9039 7.0326 -0.1023 -0.1133 -0.2449 0.101
H 1.1089 -3.1622 9.1160 -0.0123 -0.0093 -0.0670 0.105
H -0.2932 -10.4943 11.1109 -0.0887 -0.0866 -0.1061 0.137
O -0.6850 -8.6910 10.2054 0.1281 0.1500 0.1813 0.085
C -4.2150 -4.6279 12.7686 0.2372 0.3757 -0.3679 -0.100
C -5.6542 -10.0647 6.3350 -0.1565 -0.6468 0.1343 -0.115
H -1.0904 -3.6559 3.8209 0.0748 -0.0335 0.0183 0.078
C -5.0837 -1.1296 2.8799 0.1243 0.1548 0.3815 -0.139
C -4.6132 -10.8878 6.6825 0.4067 0.3229 -0.4361 -0.136
H -6.6727 -10.4117 6.2678 -0.0785 0.2656 0.0663 0.090
O -2.2014 -5.1562 13.7231 0.0098 0.0742 0.0760 0.084
```
Forces are in eV/Å.

largest force on an atom = 1.9 eV Å⁻¹
HOMO level = -7.959 eV
LUMO level = 0.21 eV
orbital gap = 8.169 eV
SMILES = C[C@H]1COC(=O)O1.C[C@H]1COC(=O)O1.C[C@H]1COC(=O)O1.C[C@H]1COC(=O)O1.c1cc[nH]c1.c1cc[nH]c1.c1cc[nH]c1.c1cc[nH]c1.c1cc[nH]c1.c1cc[nH]c1.c1cc[nH]c1

> Which of these has the lowest orbital gap?

C44H59ClFN4O23S2

> Which value of HOMO level does entry 1 give?

-11.038 eV

> The highest HOMO level belongs to which entry?

C44H59N7O12